Below is C3H5NO2 as an isolated structure in a non-equilibrium geometry, with properties calculated with wB97M-V/def2-TZVPD.

CARTESIAN COORDINATES (ANGSTROEM)
N -0.344 -1.068 -0.712
C -0.258 0.380 -0.678
C -0.671 0.951 0.685
O 0.541 0.406 1.305
C 0.793 -0.225 0.111
O 1.955 -0.862 -0.051
H -1.109 -1.478 -0.181
H 1.612 -1.499 -0.707
H -0.200 0.964 -1.583
H -0.736 2.037 0.740
H -1.516 0.465 1.180

Relative energy (zero: lowest compared OMol25 entry of this formula, charge and spin)   371.1 kJ/mol
Multiplicity   1
Orbital gap   10.1 eV